{"formula": "C44H32AsBr4ClHgN3O6", "method": "wB97M-V/def2-TZVPD", "symbols": ["Hg", "Br", "C", "C", "Br", "C", "Br", "C", "O", "C", "O", "C", "Br", "O", "C", "O", "C", "C", "Cl", "N", "N", "C", "C", "O", "O", "C", "C", "C", "C", "C", "C", "H", "H", "H", "H", "H", "H", "C", "N", "C", "C", "C", "C", "C", "C", "C", "C", "H", "H", "H", "H", "H", "H", "H", "H", "H", "H", "H", "H", "H", "C", "C", "C", "C", "C", "C", "As", "C", "C", "C", "C", "C", "C", "C", "C", "C", "C", "C", "C", "H", "H", "H", "H", "H", "H", "H", "H", "H", "H", "H", "H", "H"], "coordinates": [[-0.0822, 1.8058, -0.4262], [6.8347, 0.7845, 1.0121], [4.9958, 1.1671, 1.2596], [4.5127, 1.5169, 2.5045], [5.6642, 1.6113, 4.0057], [3.1502, 1.8166, 2.6439], [2.4187, 2.3218, 4.3277], [2.2465, 1.7797, 1.5821], [0.9912, 2.0706, 1.7031], [2.7562, 1.3851, 0.2908], [1.9459, 1.3074, -0.7294], [4.1134, 1.1055, 0.1686], [4.7233, 0.6616, -1.5678], [-0.6491, 6.6691, -4.6921], [-0.0430, 5.7185, -5.3605], [0.3455, 5.8745, -6.5005], [0.1293, 4.4033, -4.6643], [0.5958, 3.2570, -5.2782], [1.0145, 3.0316, -6.9152], [0.6171, 2.2534, -4.3687], [0.1651, 2.7022, -3.1808], [-0.1095, 3.9820, -3.3218], [-0.5712, 4.7704, -2.1055], [-0.9639, 5.9456, -2.3350], [-0.5029, 4.2429, -0.9850], [1.0057, 0.8827, -4.4840], [2.0310, 0.4901, -5.3328], [2.4024, -0.8463, -5.3821], [1.7670, -1.7927, -4.5961], [0.7410, -1.3926, -3.7516], [0.3605, -0.0626, -3.6927], [-0.8614, 6.3740, -3.7080], [2.5762, 1.2111, -5.9218], [3.2203, -1.1351, -6.0303], [2.0815, -2.8277, -4.6157], [0.2439, -2.1110, -3.1138], [-0.4380, 0.2314, -3.0312], [-1.4551, 3.7842, 2.3013], [-1.8816, 2.5786, 3.0852], [-1.2182, 2.5502, 4.4091], [-1.6455, 1.2754, 2.3418], [-2.6053, 1.1905, 1.1904], [-3.9441, 0.8851, 1.4322], [-4.8589, 0.8798, 0.3923], [-4.4245, 1.1871, -0.8916], [-3.0870, 1.4757, -1.1276], [-2.1431, 1.4670, -0.0980], [-1.6763, 4.6640, 2.9022], [-2.0079, 3.8110, 1.3646], [-0.3870, 3.6889, 2.0897], [-2.8930, 2.6451, 3.1971], [-0.1472, 2.4507, 4.2344], [-1.5878, 1.6996, 4.9773], [-1.4236, 3.4807, 4.9336], [-1.7751, 0.4776, 3.0742], [-0.6059, 1.3005, 2.0150], [-4.2665, 0.6212, 2.4369], [-5.8962, 0.6303, 0.5779], [-5.1298, 1.1903, -1.7144], [-2.7716, 1.7010, -2.1403], [-3.8242, -4.1167, -0.3108], [-3.6646, -2.7684, -0.5885], [-2.5400, -2.0947, -0.1197], [-1.5688, -2.7502, 0.6298], [-1.7428, -4.1059, 0.9062], [-2.8578, -4.7833, 0.4369], [0.0167, -1.7195, 1.2688], [0.2411, -2.6803, 2.9345], [-0.4123, -2.4463, 4.1228], [-0.2246, -3.2878, 5.2266], [0.6559, -4.3791, 5.0887], [1.3280, -4.6272, 3.9153], [1.1466, -3.7839, 2.7818], [1.7569, -3.8919, 1.5073], [2.7234, -4.8443, 1.0895], [3.2816, -4.7685, -0.1674], [2.9401, -3.7474, -1.0670], [1.9980, -2.7937, -0.6731], [1.3918, -2.8791, 0.5600], [-4.6957, -4.6499, -0.6734], [-4.4094, -2.2350, -1.1689], [-2.4181, -1.0411, -0.3477], [-0.9957, -4.6268, 1.4947], [-2.9764, -5.8389, 0.6545], [-1.0843, -1.5943, 4.2087], [-0.7386, -3.1037, 6.1618], [0.8157, -5.0398, 5.9358], [2.0044, -5.4732, 3.8549], [3.0422, -5.6246, 1.7727], [4.0275, -5.5026, -0.4576], [3.4263, -3.6723, -2.0314], [1.7595, -1.9697, -1.3359]], "atomic_forces_ev_per_a": [[-0.211, -0.536, -0.092], [-0.010, -0.006, 0.003], [0.011, 0.002, -0.002], [0.007, 0.011, -0.004], [-0.001, -0.003, 0.008], [-0.070, 0.045, -0.035], [0.184, -0.005, 0.003], [0.188, -0.093, 0.090], [0.265, 0.377, 0.223], [-0.019, -0.016, 0.061], [0.041, 0.186, -0.316], [0.007, 0.029, -0.002], [-0.064, -0.040, -0.022], [-0.111, -0.046, 0.173], [-0.047, -0.041, 0.006], [0.002, 0.015, 0.015], [0.090, -0.017, 0.019], [-0.019, 0.118, -0.090], [-0.044, -0.078, -0.044], [-0.164, 0.112, 0.124], [0.175, -0.104, 0.202], [-0.061, -0.140, -0.084], [0.127, 0.254, 0.113], [-0.195, 0.062, -0.154], [-0.045, -0.071, -0.149], [-0.045, -0.113, -0.009], [0.156, 0.006, 0.106], [0.036, 0.019, -0.037], [-0.032, 0.025, 0.044], [0.013, 0.043, -0.017], [-0.051, 0.002, -0.126], [0.204, 0.015, -0.040], [-0.042, 0.024, 0.054], [0.000, -0.017, 0.006], [-0.008, -0.011, -0.008], [-0.008, -0.023, -0.007], [-0.055, 0.142, 0.094], [0.057, -0.160, -0.142], [-0.037, 0.081, -0.075], [0.059, 0.021, -0.022], [-0.255, -0.070, -0.083], [0.152, -0.001, 0.120], [0.004, 0.026, -0.008], [-0.005, 0.014, -0.038], [-0.027, -0.014, 0.039], [-0.002, -0.049, -0.009], [0.075, 0.272, -0.357], [0.026, 0.023, -0.013], [0.054, 0.000, -0.001], [-0.097, -0.015, 0.085], [0.019, 0.012, 0.134], [-0.056, -0.049, -0.023], [0.007, -0.010, -0.009], [-0.031, 0.021, 0.011], [-0.120, 0.010, -0.002], [-0.037, -0.152, 0.261], [0.005, -0.008, -0.005], [-0.002, -0.018, -0.006], [-0.008, -0.001, -0.004], [0.015, 0.023, 0.006], [-0.005, 0.001, 0.002], [0.016, -0.032, 0.002], [0.040, 0.042, -0.062], [0.003, 0.048, -0.038], [0.013, 0.005, 0.043], [-0.005, -0.020, -0.008], [-0.017, -0.057, 0.002], [-0.147, 0.037, -0.007], [0.056, 0.044, -0.025], [-0.012, -0.003, 0.036], [0.010, -0.013, 0.024], [0.028, -0.021, 0.012], [-0.012, -0.019, -0.052], [-0.014, 0.024, 0.057], [0.038, -0.046, -0.009], [0.031, -0.034, 0.031], [0.046, 0.005, -0.056], [-0.043, 0.038, 0.027], [0.002, 0.019, 0.053], [-0.004, -0.003, -0.001], [0.001, 0.005, 0.003], [-0.015, -0.077, -0.001], [-0.006, -0.006, -0.001], [0.001, -0.002, 0.003], [-0.016, -0.024, -0.001], [0.001, -0.002, 0.003], [0.001, -0.004, -0.002], [0.000, -0.004, 0.007], [-0.009, -0.015, -0.013], [-0.009, -0.008, 0.001], [0.018, 0.003, -0.007], [0.004, 0.035, 0.018]], "orbital_gap_ev": [2.60, 5.86], "largest_force_ha_per_bohr": 0.011, "total_charge": -2, "energy_ha": -15457.124962, "spin_multiplicity": 2}

{"formula": "C44H32BaN4O4P", "method": "wB97M-V/def2-TZVPD", "symbols": ["Ba", "O", "C", "O", "C", "C", "C", "C", "C", "N", "C", "O", "O", "H", "H", "H", "H", "H", "C", "C", "C", "C", "N", "C", "C", "C", "C", "C", "C", "N", "C", "C", "C", "C", "C", "N", "H", "H", "H", "H", "H", "H", "H", "H", "H", "H", "H", "C", "C", "C", "C", "C", "C", "P", "C", "C", "C", "C", "C", "C", "C", "C", "C", "C", "C", "C", "C", "C", "C", "C", "H", "H", "H", "H", "H", "H", "H", "H", "H", "H", "H", "H", "H", "H", "H", "H"], "coordinates": [[-0.1514, 0.4365, 0.0384], [2.1795, -0.1671, -4.1788], [1.7005, 0.0533, -2.9545], [0.5312, -0.0681, -2.6641], [2.7720, 0.5022, -1.9741], [4.0221, 0.9213, -2.3693], [4.8674, 1.4249, -1.3799], [4.4425, 1.4733, -0.0670], [3.1773, 0.9850, 0.2604], [2.3711, 0.5155, -0.6962], [2.5429, 1.0342, 1.7025], [3.2886, 2.0456, 2.3892], [1.2516, 1.3418, 1.5882], [1.4175, -0.4085, -4.7315], [4.3101, 0.8847, -3.4099], [5.8509, 1.7919, -1.6441], [5.0676, 1.8848, 0.7132], [2.6163, 2.5143, 2.8991], [-3.8110, 3.6255, 0.6427], [-4.9134, 2.7938, 0.6705], [-4.8072, 1.5075, 0.1659], [-3.5920, 1.0894, -0.3541], [-2.5108, 1.8877, -0.3454], [-2.6204, 3.1263, 0.1392], [-3.4666, -0.3088, -0.9530], [-4.5425, -0.9034, -1.5934], [-4.3880, -2.1938, -2.0772], [-3.1807, -2.8535, -1.9268], [-2.1318, -2.1882, -1.3052], [-2.2970, -0.9486, -0.8375], [-0.7705, -2.8553, -1.0827], [-0.4502, -4.0530, -1.7052], [0.7616, -4.6554, -1.4114], [1.6209, -4.0547, -0.5099], [1.2466, -2.8437, 0.0479], [0.0800, -2.2566, -0.2392], [-3.8538, 4.6392, 1.0157], [-5.8501, 3.1434, 1.0854], [-5.6547, 0.8363, 0.1912], [-1.7253, 3.7377, 0.1116], [-5.4749, -0.3702, -1.7174], [-5.2157, -2.6863, -2.5712], [-3.0673, -3.8684, -2.2781], [-1.1264, -4.5147, -2.4095], [1.0276, -5.5935, -1.8816], [2.5669, -4.5020, -0.2376], [1.8942, -2.3355, 0.7556], [-3.7640, 2.6766, 5.5202], [-2.7752, 3.2461, 4.7280], [-1.8986, 2.4253, 4.0330], [-1.9836, 1.0328, 4.1340], [-2.9735, 0.4777, 4.9392], [-3.8637, 1.2954, 5.6227], [-0.7766, 0.1391, 3.1021], [-1.5640, -1.5148, 2.9042], [-2.8559, -1.5474, 2.3653], [-3.4543, -2.7441, 2.0041], [-2.7674, -3.9440, 2.1583], [-1.4874, -3.9292, 2.6939], [-0.8973, -2.7267, 3.0662], [0.6860, -0.2905, 4.1582], [0.3369, -0.5427, 5.4582], [1.1417, -1.2794, 6.3510], [2.2581, -1.8649, 5.8606], [2.7006, -1.6018, 4.5344], [3.8729, -2.2927, 4.1162], [4.4226, -2.0592, 2.9041], [3.8807, -1.0125, 2.1260], [2.7675, -0.2977, 2.4725], [2.0186, -0.6921, 3.6782], [-4.4565, 3.3097, 6.0604], [-2.6868, 4.3221, 4.6462], [-1.1365, 2.8753, 3.4041], [-3.0585, -0.5997, 5.0251], [-4.6339, 0.8556, 6.2435], [-3.4070, -0.6218, 2.2259], [-4.4604, -2.7420, 1.6000], [-3.2304, -4.8818, 1.8778], [-0.9424, -4.8544, 2.8356], [0.1011, -2.7427, 3.4906], [-0.6381, -0.2237, 5.8053], [0.8164, -1.4364, 7.3705], [2.8544, -2.5309, 6.4728], [4.3066, -3.0100, 4.8030], [5.3034, -2.5926, 2.5713], [4.4338, -0.7288, 1.2406]], "atomic_forces_ev_per_a": [[-1.221, 0.245, -0.890], [-0.322, -0.020, 0.108], [0.743, 0.223, 0.371], [0.130, -0.053, -0.097], [-0.407, -0.209, 0.041], [0.103, 0.093, -0.020], [0.005, -0.014, -0.102], [0.051, 0.003, 0.100], [-0.250, -0.102, -0.071], [0.765, 0.126, 0.012], [0.024, -0.302, -0.335], [-0.031, -0.050, 0.018], [1.093, 0.963, 1.078], [0.129, -0.002, -0.087], [0.042, 0.020, 0.026], [-0.017, -0.011, -0.012], [-0.021, -0.007, 0.002], [0.050, 0.022, 0.014], [0.172, 0.137, 0.057], [-0.109, 0.022, 0.049], [-0.081, 0.021, 0.016], [0.218, -0.470, -0.260], [-0.232, -0.190, -0.147], [-0.274, -0.315, -0.096], [0.266, 0.284, 0.167], [-0.085, -0.040, 0.009], [-0.071, -0.007, -0.035], [-0.016, -0.040, -0.014], [0.479, -0.052, 0.222], [-0.295, -0.081, -0.023], [-0.668, 0.397, 0.049], [-0.001, -0.029, -0.021], [0.009, -0.118, -0.068], [0.121, 0.050, 0.094], [-0.396, -0.072, -0.200], [-0.076, -0.349, -0.029], [-0.040, -0.016, 0.018], [0.006, -0.028, -0.015], [0.009, 0.012, 0.001], [0.008, -0.018, 0.029], [0.000, -0.042, -0.023], [0.017, -0.001, 0.002], [-0.052, 0.020, -0.011], [0.023, -0.007, 0.009], [-0.005, 0.013, 0.006], [-0.012, -0.024, -0.038], [-0.039, 0.066, -0.023], [-0.008, 0.035, 0.005], [0.002, -0.133, 0.000], [-0.076, 0.078, 0.055], [0.282, 0.363, 0.087], [-0.037, -0.117, 0.017], [0.027, 0.038, -0.018], [0.011, -0.443, -0.103], [-0.114, -0.014, 0.028], [-0.016, -0.037, -0.061], [0.021, -0.009, 0.005], [0.065, 0.023, 0.027], [-0.062, 0.054, -0.017], [0.182, 0.022, 0.095], [0.293, 0.083, -0.328], [0.034, -0.119, 0.216], [-0.219, 0.142, -0.022], [0.126, -0.014, -0.152], [0.162, -0.187, 0.131], [-0.123, -0.019, 0.211], [-0.071, 0.152, -0.163], [0.230, -0.206, -0.004], [-0.327, -0.010, 0.393], [-0.157, 0.247, -0.236], [0.004, -0.011, -0.002], [-0.021, -0.011, 0.020], [0.013, -0.075, -0.007], [0.003, 0.019, 0.001], [0.017, -0.015, -0.013], [0.030, 0.026, 0.007], [0.017, 0.000, 0.006], [-0.006, 0.022, -0.001], [-0.023, 0.002, -0.012], [-0.017, 0.026, -0.007], [0.017, -0.019, 0.016], [0.017, -0.003, 0.000], [-0.001, 0.012, -0.018], [0.004, 0.013, -0.025], [-0.015, 0.015, -0.016], [-0.010, 0.022, 0.004]], "orbital_gap_ev": 7.30, "largest_force_ha_per_bohr": 0.035, "total_charge": 1, "energy_ha": -2582.718150}

> Number 2 is which compound?

C44H32BaN4O4P

> What is the formula in the first record?

C44H32AsBr4ClHgN3O6